# C33H84CsN4O13

C33H84CsN4O13 as an isolated structure in a non-equilibrium geometry (ωB97M-V/def2-TZVPD, the OMol25 dataset).

Computed properties:
**Maximum force**: 3.55 eV/Å
**Energy**: -2524.9344 a.u.
**LUMO level**: 1.613 eV
**Net charge**: -1

Last column: Mulliken charge in e.
Geometry (Å):
Cs  -1.344  0.501  0.887  1.7731
C  0.664  0.388  -1.680  -1.1482
O  0.433  -0.863  -1.602  0.2795
O  1.866  0.871  -1.405  -0.8912
O  -0.361  1.192  -1.951  -0.6839
C  -3.111  2.490  -1.378  -0.5998
O  -2.901  1.104  -1.662  -0.3170
H  -2.736  2.765  -0.383  0.0339
H  -2.585  3.217  -2.033  0.2098
H  -4.183  2.723  -1.560  0.3911
H  -1.937  0.979  -1.958  0.1288
C  1.308  2.969  3.565  -0.9140
O  1.021  2.135  2.446  -0.5479
H  0.503  2.904  4.277  0.3768
H  2.189  2.594  4.088  0.2261
H  1.498  4.030  3.302  0.1722
H  1.823  1.914  1.935  0.1242
C  -4.965  -0.924  0.159  -0.0487
O  -5.229  -0.320  -1.058  -0.5109
H  -5.585  -1.837  0.340  0.2533
H  -3.936  -1.345  0.225  -0.3564
H  -5.109  -0.193  0.948  0.2903
H  -4.384  0.057  -1.372  0.4483
C  3.663  2.944  -3.088  -0.9034
O  3.854  2.293  -1.876  -0.4563
H  4.341  3.769  -3.094  0.3284
H  4.018  2.361  -3.923  0.2830
H  2.664  3.185  -3.327  0.2951
H  3.150  1.656  -1.721  0.3668
C  -2.299  -1.509  -3.407  -1.2779
O  -1.859  -1.759  -2.067  0.3115
H  -1.503  -1.639  -4.167  0.1871
H  -2.990  -2.280  -3.585  0.5869
H  -2.627  -0.510  -3.537  0.2534
H  -0.955  -1.315  -1.802  -0.2234
C  1.694  -3.057  -3.615  -0.2676
O  2.301  -3.094  -2.284  -0.6627
H  2.139  -2.281  -4.253  0.3452
H  1.674  -4.028  -4.020  0.3693
H  0.647  -2.660  -3.521  -0.3114
H  2.055  -2.296  -1.801  0.0940
C  0.381  4.218  -1.125  -2.4977
C  -0.027  5.242  -0.059  2.0275
C  -0.313  6.599  -0.684  -1.2298
C  -0.949  7.643  0.218  -0.5023
C  -2.227  7.055  0.720  -1.2676
C  -2.035  5.724  1.453  1.8642
N  -1.311  4.802  0.547  0.3321
O  -1.164  3.626  1.354  -0.0416
C  -1.358  5.961  2.792  -1.9844
C  -3.369  5.116  1.805  -1.8732
C  1.131  5.298  0.967  -0.9014
H  1.430  4.346  -1.337  0.4919
H  -0.187  4.283  -2.070  0.3528
H  0.283  3.188  -0.763  0.4320
H  0.677  6.827  -1.136  0.3878
H  -1.104  6.431  -1.468  0.3333
H  -1.150  8.513  -0.395  0.4267
H  -0.300  7.869  1.079  0.2462
H  -2.959  6.862  -0.095  0.3790
H  -2.722  7.798  1.368  0.2687
H  -0.437  6.550  2.780  0.3879
H  -2.092  6.548  3.312  0.7023
H  -1.221  5.012  3.402  0.1174
H  -3.787  5.665  2.660  0.4821
H  -4.074  5.090  0.943  0.3421
H  -3.312  4.059  2.086  0.2880
H  1.765  6.059  0.643  0.6819
H  1.692  4.368  1.061  -0.2221
H  0.732  5.500  1.950  -0.1976
H  -0.271  3.517  1.716  0.0911
C  -0.210  -4.815  -1.396  -0.0439
C  -1.130  -5.763  -2.083  2.0392
C  -1.015  -7.203  -1.603  -1.7914
C  -1.573  -7.424  -0.152  -0.7177
C  -3.015  -6.993  -0.167  -1.4276
C  -3.297  -5.549  -0.643  2.5570
N  -2.645  -5.406  -1.971  -0.1221
O  -2.939  -4.172  -2.546  -0.4005
C  -4.832  -5.457  -0.875  -2.0214
C  -2.943  -4.455  0.289  -1.6834
C  -0.762  -5.746  -3.586  -1.8681
H  0.824  -4.844  -1.776  0.9402
H  -0.170  -5.000  -0.271  -0.4833
H  -0.610  -3.758  -1.450  -0.5606
H  -1.559  -7.876  -2.287  0.4282
H  -0.042  -7.538  -1.691  0.5376
H  -0.941  -6.958  0.606  0.2910
H  -1.472  -8.444  0.028  0.4959
H  -3.536  -7.064  0.871  0.3767
H  -3.537  -7.652  -0.841  0.3773
H  -5.372  -6.058  -0.095  0.4106
H  -5.179  -4.455  -0.763  0.2967
H  -5.059  -5.875  -1.827  0.5231
H  -3.752  -4.490  1.159  0.4364
H  -2.011  -4.622  0.792  0.3045
H  -2.891  -3.492  -0.202  0.1876
H  -0.804  -4.710  -4.002  0.1331
H  -1.352  -6.441  -4.191  0.4511
H  0.332  -6.018  -3.597  0.3442
H  -2.374  -3.474  -2.080  0.3351
C  2.450  -3.717  0.681  -1.9412
C  1.789  -2.324  0.964  1.6595
C  1.269  -2.348  2.359  -1.6201
O  0.356  -1.284  2.624  0.0736
C  0.190  -1.137  4.025  -0.8381
N  2.566  -1.093  0.678  -0.1575
H  2.761  -3.747  -0.333  0.4972
H  1.702  -4.428  0.869  0.5101
H  3.326  -4.009  1.352  0.2800
H  0.877  -2.300  0.329  -0.5289
H  2.069  -2.355  3.036  0.4613
H  0.729  -3.244  2.404  0.6200
H  -0.684  -0.500  4.057  0.2600
H  1.078  -0.679  4.559  0.1339
H  -0.005  -2.089  4.475  0.3025
H  3.539  -1.299  0.382  0.1743
H  2.055  -0.610  -0.088  -0.3414
C  4.983  3.554  1.549  -1.7170
C  4.753  2.091  1.173  0.6822
C  5.455  1.152  2.166  -0.7860
O  5.314  -0.230  1.762  -0.3023
C  5.326  -1.159  2.811  -0.5468
N  3.380  1.684  0.993  1.0181
H  6.014  3.888  1.377  0.4367
H  4.688  3.750  2.581  0.3154
H  4.288  4.120  0.955  0.3366
H  5.205  1.873  0.159  0.3170
H  5.027  1.391  3.161  0.4154
H  6.584  1.376  2.158  0.2624
H  4.363  -1.159  3.409  0.1147
H  6.089  -0.856  3.569  0.4002
H  5.383  -2.111  2.224  0.1553
H  3.295  0.672  1.023  0.5785
H  3.028  1.979  0.144  -0.4959